Model 1:
19
Properties=species:S:1:pos:R:3:mulliken_charge:R:1 method="wB97M-V/def2-TZVPD" total_charge=-1 homo_lumo_gap_ev=6.777
C -2.23260 -0.65094 0.85428 -0.932
N -1.48365 -0.59705 -0.43650 -0.041
C -1.77334 0.71600 -0.94665 -0.970
C -0.08113 -0.70896 -0.16129 -0.471
C 1.04800 0.43393 -0.81031 -0.601
O 2.21711 0.08673 -0.25425 -0.863
H -1.92429 -1.40209 1.48259 0.431
H -3.26704 -0.89907 0.48897 0.319
H -2.26413 0.32377 1.54362 0.257
H -1.09432 1.07374 -1.74224 0.361
H -1.48819 1.55212 -0.15464 0.275
H -2.75682 1.08896 -1.27345 0.289
H 0.28548 -0.44378 0.85394 0.227
H 0.36299 -1.66926 -0.44176 0.253
H 0.88936 1.52002 -0.54942 0.204
H 1.29131 0.32451 -1.88054 0.234
H 4.79346 0.00973 0.88463 0.271
H 3.31141 -0.32123 0.97335 0.509
O 4.16639 -0.43714 1.56966 -0.753

***

Model 2:
19
Properties=species:S:1:pos:R:3:mulliken_charge:R:1 method="wB97M-V/def2-TZVPD" total_charge=-1 homo_lumo_gap_ev=7.589
C 0.83119 1.14200 -0.29617 -0.629
O -0.33375 1.37672 -0.99759 -0.906
C 0.57749 0.39909 1.01332 -0.359
C 0.21071 -1.10688 0.90181 -0.767
C 0.53585 -1.80109 -0.42163 -0.511
N -0.46573 -1.53620 -1.46394 -0.817
H 1.54485 0.58020 -0.93469 0.210
H 1.36514 2.08838 -0.03974 0.326
H 1.36626 0.52053 1.75487 0.406
H -0.27335 0.89854 1.49061 0.171
H 0.78154 -1.64298 1.67122 0.371
H -0.83674 -1.30035 1.13462 0.349
H 0.56363 -2.87887 -0.23581 0.332
H 1.51801 -1.46716 -0.75481 0.253
H -0.03318 -1.02575 -2.23138 0.333
H -1.06694 -0.79317 -1.11148 0.350
H -1.41466 2.13083 -0.29753 0.415
H -2.66113 1.83072 0.60064 0.243
O -2.20919 2.58543 0.21767 -0.771

***

Which of them is most stable? Easy: model 2.

***

Model 1:
19
Properties=species:S:1:pos:R:3:mulliken_charge:R:1 method="wB97M-V/def2-TZVPD" total_charge=-1 homo_lumo_gap_ev=6.915
C -1.60213 0.65155 0.80402 -1.084
C -0.27626 0.70034 -0.02312 0.296
C 0.06031 -0.79976 -0.24994 -0.680
C 0.34582 -1.71780 0.96622 -0.394
O 1.54295 -1.50367 1.58182 -0.901
N 1.02561 1.10340 0.65920 -0.692
H -2.43109 0.39243 -0.00277 0.243
H -1.96391 1.43878 1.37696 0.394
H -1.57377 -0.29821 1.26208 0.235
H -0.38284 1.33198 -1.08996 -0.149
H 0.88804 -0.83955 -0.99277 0.252
H -0.72776 -1.21025 -0.98459 0.314
H 0.33936 -2.75801 0.63247 0.307
H -0.46595 -1.67777 1.73416 0.140
H 1.21748 0.12008 1.21881 0.426
H 0.71476 1.81351 1.37172 0.245
H 1.50302 0.98631 -2.23777 0.392
H 0.44974 0.98708 -2.89944 0.360
O 1.33661 1.27955 -3.12710 -0.706

***

Model 2:
19
Properties=species:S:1:pos:R:3:mulliken_charge:R:1 method="wB97M-V/def2-TZVPD" total_charge=-1 homo_lumo_gap_ev=6.994
C 0.40154 1.52872 0.04429 -0.550
N 0.63198 0.07234 -0.05811 -0.472
C -0.21761 -0.41768 -1.25169 -0.369
O -1.28381 -1.05009 -0.76045 -0.946
C 1.25209 2.11413 1.13976 -0.483
C 0.45027 1.80616 2.42838 -1.261
H -0.63285 1.51624 0.34079 0.319
H 0.71472 1.87711 -0.98724 0.317
H 0.33261 -0.34662 0.74598 0.245
H 0.53194 -1.03454 -1.88564 0.227
H -0.60510 0.40832 -1.75019 0.287
H 2.21902 1.66466 1.18364 0.413
H 1.26147 3.23655 0.99310 0.281
H -0.57136 1.91463 2.29833 0.392
H 0.95236 2.27070 3.26401 0.369
H 0.68253 0.72614 2.61336 0.271
H -0.21741 -3.23012 -1.23473 0.286
H -1.49304 -2.51130 -1.52902 0.436
O -1.08075 -3.59817 -1.46581 -0.762

***

Model 3:
19
Properties=species:S:1:pos:R:3:mulliken_charge:R:1 method="wB97M-V/def2-TZVPD" total_charge=-1 homo_lumo_gap_ev=6.993
C -2.00156 -1.47312 -0.25726 -1.220
C -0.69338 -1.00280 -0.83670 -0.393
N -0.47841 0.40752 -0.52591 -0.199
C 0.82326 0.90201 -0.91770 -0.640
C 1.85536 0.88176 0.20633 -0.542
O 1.56803 1.89417 1.14130 -0.645
H -2.94291 -1.07845 -0.66695 0.314
H -2.06872 -2.57043 -0.36640 0.365
H -1.98568 -1.37793 0.82931 0.293
H -0.69592 -1.17287 -1.92950 0.360
H 0.05407 -1.67627 -0.40501 0.293
H -1.18712 0.93983 -1.00827 0.225
H 1.27042 0.30926 -1.74923 0.207
H 0.77829 1.92064 -1.31408 0.419
H 2.91342 0.85979 -0.03643 0.330
H 1.59676 -0.06325 0.75360 0.300
H 1.10062 1.39459 1.96273 0.427
H -0.35798 0.50247 2.29121 0.186
O 0.45143 0.40308 2.82897 -1.081

***

Which of them is most stable? Easy: model 3.

***

Model 1:
19
Properties=species:S:1:pos:R:3:mulliken_charge:R:1 method="wB97M-V/def2-TZVPD" total_charge=-1 homo_lumo_gap_ev=7.374
C -0.24308 0.21821 -1.92635 -0.776
N -0.94346 -0.36372 -0.68972 -0.542
C -1.17216 2.08742 -0.00933 -1.562
C -0.76800 0.50410 0.42666 0.281
C 0.64034 0.57068 1.17602 -0.678
O 0.89717 -0.69591 1.57592 -0.836
H -0.21789 -0.53918 -2.63573 0.362
H -0.81049 1.04507 -2.32293 0.331
H 0.73833 0.76596 -1.62293 0.183
H -0.34839 -1.15842 -0.37641 0.300
H -1.53271 2.49854 0.98999 0.403
H -1.91675 1.90527 -0.69077 0.540
H -0.31059 2.59997 -0.32974 0.277
H -1.47650 0.05415 1.15422 0.280
H 0.48028 1.13373 2.07221 0.410
H 1.54370 0.93631 0.71331 0.250
H 1.24193 -1.33181 0.36029 0.341
H 0.57879 -2.71306 -0.08857 0.272
O 1.33932 -2.17071 -0.37554 -0.838

***

Model 2:
19
Properties=species:S:1:pos:R:3:mulliken_charge:R:1 method="wB97M-V/def2-TZVPD" total_charge=-1 homo_lumo_gap_ev=7.099
C 0.23394 1.72993 -0.89564 -1.031
N 1.07506 0.82481 -0.13836 -0.462
C 1.49023 -1.13353 -1.56873 -1.731
C 0.76329 -0.62754 -0.31077 0.598
C -0.71762 -1.07224 -0.29179 -0.663
O -1.23008 -1.18395 0.98594 -0.905
H -0.82928 1.68810 -0.69334 0.325
H 0.65404 2.73843 -0.80462 0.363
H 0.42488 1.54682 -1.94994 0.340
H 1.00878 0.95725 0.86050 0.335
H 2.30470 -0.48069 -1.88884 0.465
H 0.91423 -1.14519 -2.50849 0.353
H 1.89937 -2.14188 -1.47661 0.404
H 1.32074 -1.13701 0.47845 0.186
H -0.75247 -1.98526 -0.90876 0.344
H -1.32703 -0.28436 -0.76821 0.155
H -1.32110 0.02167 1.85311 0.464
H -1.09612 1.64459 1.63051 0.222
O -1.42266 1.00096 2.25490 -0.762

***

Which of them is most stable? Easy: model 2.